Computed, not measured: 2 unconnected molecules or ions with the total composition C5H11NO, with wB97M-V/def2-TZVPD.

Summary:
LUMO level, eV: 0.238
Relative energy (zero: lowest compared OMol25 entry of this formula, charge and spin), kcal/mol: 82.2
2S+1: 1
SMILES: C=C(N)/C=C/C.O
Highest occupied orbital energy, eV: -8.07
Kohn-Sham gap, eV: 8.31

```
18
C5H11NO | the OMol25 dataset | wB97M-V/def2-TZVPD
N -1.130 -0.811 1.732
C -0.944 -0.876 0.336
C -1.616 -1.855 -0.300
C 0.371 2.671 -0.304
C 0.510 1.223 0.055
C -0.597 0.369 -0.365
H -1.837 -1.383 2.219
H -0.710 -0.263 2.408
H -2.051 -2.729 0.205
H -1.781 -1.771 -1.360
H -0.480 3.118 0.260
H 0.354 2.861 -1.400
H 1.138 3.339 0.238
H 0.852 0.844 0.998
H -1.001 0.330 -1.367
H 2.579 -0.629 -1.956
H 2.178 -0.368 -0.517
O 2.791 -0.858 -1.048
```

Atom charges from the natural (NBO) analysis, given in e for atoms 1 to 5: atom 1 (N): -0.84, atom 2 (C): 0.11, atom 3 (C): -0.45, atom 4 (C): -0.66, atom 5 (C): -0.23



Computed, not measured: a molecular structure, C5H11NO, with wB97M-V/def2-TZVPD.

Summary:
LUMO level, eV: 1.050
Relative energy (zero: lowest compared OMol25 entry of this formula, charge and spin), kcal/mol: 106.3
2S+1: 1
Highest occupied orbital energy, eV: -9.07
Kohn-Sham gap, eV: 10.12

```
18
C5H11NO | the OMol25 dataset | wB97M-V/def2-TZVPD
C -2.337 0.182 -0.307
C -0.939 0.659 -0.596
C -0.430 1.932 -0.029
N 0.070 0.383 0.393
C 1.426 0.034 0.008
C 1.585 -1.476 0.167
O 1.313 -1.886 1.484
H -2.387 -0.909 -0.375
H -3.043 0.612 -1.024
H -2.641 0.492 0.697
H -0.570 0.398 -1.590
H -0.193 1.517 1.063
H 0.357 2.381 -0.659
H 1.639 0.352 -1.022
H 2.135 0.545 0.676
H 0.925 -1.981 -0.559
H 2.614 -1.775 -0.057
H 0.479 -1.463 1.731
```

Atom charges from the natural (NBO) analysis, given in e for atoms 1 to 5: atom 1 (C): -0.61, atom 2 (C): -0.10, atom 3 (C): -0.40, atom 4 (N): -0.44, atom 5 (C): -0.25



Computed, not measured: a single C5H11NO molecule, with wB97M-V/def2-TZVPD.

Summary:
LUMO level, eV: 1.008
Relative energy (zero: lowest compared OMol25 entry of this formula, charge and spin), kcal/mol: 72.9
2S+1: 1
SMILES: C=CC[C@H](N)CO
Highest occupied orbital energy, eV: -9.25
Kohn-Sham gap, eV: 10.25

```
18
C5H11NO | the OMol25 dataset | wB97M-V/def2-TZVPD
C -0.664 -1.220 -0.829
O -0.260 -2.464 -0.456
C 0.590 -0.229 -0.387
C 0.056 1.109 -0.081
C -0.345 1.340 1.364
C -1.104 0.553 2.147
N 1.718 -0.134 -1.321
H -1.595 -0.992 -0.353
H -0.641 -1.064 -1.893
H 0.444 -2.619 -1.124
H 0.853 -0.788 0.567
H 0.719 1.933 -0.257
H -0.748 1.413 -0.759
H 0.043 2.270 1.732
H -1.096 0.400 3.254
H -1.638 -0.202 1.599
H 2.445 0.496 -1.035
H 1.222 0.199 -2.167
```

Atom charges from the natural (NBO) analysis, given in e for atoms 1 to 5: atom 1 (C): -0.05, atom 2 (O): -0.70, atom 3 (C): -0.08, atom 4 (C): -0.49, atom 5 (C): -0.15



Computed, not measured: 2 unconnected molecules or ions with the total composition C5H11NO, with wB97M-V/def2-TZVPD.

Summary:
LUMO level, eV: 0.395
Relative energy (zero: lowest compared OMol25 entry of this formula, charge and spin), kcal/mol: 81.5
2S+1: 1
SMILES: C=NC(=C)CC.O
Highest occupied orbital energy, eV: -8.21
Kohn-Sham gap, eV: 8.61

```
18
C5H11NO | the OMol25 dataset | wB97M-V/def2-TZVPD
C -1.502 -1.141 0.686
C -0.028 -1.121 1.155
C 0.818 -0.453 0.113
C 1.958 -0.963 -0.446
C 0.562 1.905 0.651
N 0.557 0.921 -0.146
H -2.009 -1.900 1.264
H -2.058 -0.198 0.827
H -1.501 -1.330 -0.390
H 0.297 -2.143 1.337
H -0.063 -0.575 2.103
H 2.337 -1.875 0.008
H 2.088 -0.720 -1.503
H 1.322 2.179 1.403
H -0.290 2.569 0.479
H -0.821 1.361 -3.264
H -0.549 1.592 -1.772
O -1.116 1.893 -2.504
```

Atom charges from the natural (NBO) analysis, given in e for atoms 1 to 5: atom 1 (C): -0.60, atom 2 (C): -0.45, atom 3 (C): 0.20, atom 4 (C): -0.50, atom 5 (C): 0.02



Computed, not measured: 2 unconnected molecules or ions with the total composition C5H11NO, with wB97M-V/def2-TZVPD.

Summary:
LUMO level, eV: 0.863
Relative energy (zero: lowest compared OMol25 entry of this formula, charge and spin), kcal/mol: 71.7
2S+1: 1
SMILES: C=CC(=C)NC.O
Highest occupied orbital energy, eV: -7.38
Kohn-Sham gap, eV: 8.24

```
18
C5H11NO | the OMol25 dataset | wB97M-V/def2-TZVPD
C 1.723 1.414 -1.564
N 0.812 0.864 -0.613
C -0.504 1.226 -0.451
C -1.253 1.752 -1.458
C -2.347 1.050 1.185
C -1.037 0.987 0.893
H 1.271 1.540 -2.555
H 2.564 0.716 -1.613
H 2.106 2.420 -1.301
H 1.275 0.330 0.098
H -0.783 2.497 -2.102
H -2.320 1.745 -1.620
H -3.143 1.583 0.695
H -2.590 0.733 2.190
H -0.338 0.683 1.667
H 2.075 -5.437 2.507
H 2.107 -6.298 1.232
O 1.587 -5.644 1.708
```

Atom charges from the natural (NBO) analysis, given in e for atoms 1 to 5: atom 1 (C): -0.41, atom 2 (N): -0.59, atom 3 (C): 0.16, atom 4 (C): -0.57, atom 5 (C): -0.35



Computed, not measured: a single C5H11NO molecule, with wB97M-V/def2-TZVPD.

Summary:
LUMO level, eV: 0.967
Relative energy (zero: lowest compared OMol25 entry of this formula, charge and spin), kcal/mol: 87.1
2S+1: 1
Highest occupied orbital energy, eV: -6.18
Kohn-Sham gap, eV: 7.15

```
18
C5H11NO | the OMol25 dataset | wB97M-V/def2-TZVPD
C -0.666 -2.044 -0.585
C -0.354 -0.588 -0.713
C -1.361 2.153 0.329
N 0.681 -0.001 -0.106
C 1.706 -0.839 0.519
C 0.821 1.322 0.100
O -0.141 2.150 -0.405
H -0.682 -2.395 0.458
H -1.669 -2.219 -0.986
H 0.014 -2.710 -1.139
H -1.005 0.079 -1.258
H -1.696 3.190 0.415
H -2.135 1.572 -0.187
H -1.210 1.732 1.330
H 1.303 -1.302 1.423
H 2.017 -1.618 -0.180
H 2.560 -0.218 0.790
H 1.817 1.736 0.194
```

Atom charges from the natural (NBO) analysis, given in e for atoms 1 to 5: atom 1 (C): -0.66, atom 2 (C): -0.17, atom 3 (C): -0.25, atom 4 (N): -0.26, atom 5 (C): -0.41



Computed, not measured: 2 unconnected molecules or ions with the total composition C5H11NO, with wB97M-V/def2-TZVPD.

Summary:
LUMO level, eV: 0.603
Relative energy (zero: lowest compared OMol25 entry of this formula, charge and spin), kcal/mol: 59.6
2S+1: 1
SMILES: C=N/C=C/CC.O
Highest occupied orbital energy, eV: -8.89
Kohn-Sham gap, eV: 9.49

```
18
C5H11NO | the OMol25 dataset | wB97M-V/def2-TZVPD
C -1.512 1.560 -0.851
C -0.761 2.021 0.399
C -0.222 0.862 1.226
C 0.467 -0.191 0.791
N 0.806 -1.279 1.625
C 0.086 -1.647 2.586
H -2.126 2.385 -1.248
H -2.179 0.703 -0.791
H -0.865 1.421 -1.721
H -1.484 2.552 1.011
H 0.131 2.555 0.075
H -0.383 0.976 2.294
H 0.707 -0.450 -0.233
H 0.469 -2.452 3.214
H -0.913 -1.268 2.827
H 1.826 -2.726 -3.739
H 3.205 -2.145 -3.497
O 2.747 -2.878 -3.967
```

Atom charges from the natural (NBO) analysis, given in e for atoms 1 to 5: atom 1 (C): -0.61, atom 2 (C): -0.45, atom 3 (C): -0.20, atom 4 (C): -0.06, atom 5 (N): -0.41



Computed, not measured: a molecular structure, C5H11NO, with wB97M-V/def2-TZVPD.

Summary:
LUMO level, eV: 0.453
Relative energy (zero: lowest compared OMol25 entry of this formula, charge and spin), kcal/mol: 114.5
2S+1: 1
Highest occupied orbital energy, eV: -8.34
Kohn-Sham gap, eV: 8.79

```
18
C5H11NO | the OMol25 dataset | wB97M-V/def2-TZVPD
C -1.030 0.533 -1.261
C -1.335 -0.579 0.537
N -0.085 -0.831 0.929
C 0.465 0.091 1.917
C 0.326 -0.755 -0.688
O 0.208 -1.800 -1.290
C 1.518 0.170 -0.785
H -2.042 0.207 -1.514
H -0.524 0.631 -2.232
H -1.000 1.539 -0.823
H -1.839 -1.381 0.003
H -1.977 0.101 1.109
H 0.103 -0.152 2.927
H 1.552 0.002 1.935
H 0.201 1.138 1.712
H 1.736 0.315 -1.847
H 2.344 -0.374 -0.318
H 1.379 1.143 -0.312
```

Atom charges from the natural (NBO) analysis, given in e for atoms 1 to 5: atom 1 (C): -0.81, atom 2 (C): 0.06, atom 3 (N): -0.49, atom 4 (C): -0.43, atom 5 (C): 0.65



Computed, not measured: a single C5H11NO molecule, with wB97M-V/def2-TZVPD.

Summary:
LUMO level, eV: 1.078
Relative energy (zero: lowest compared OMol25 entry of this formula, charge and spin), kcal/mol: 33.0
2S+1: 1
SMILES: CNCCCC=O
Highest occupied orbital energy, eV: -9.09
Kohn-Sham gap, eV: 10.17

```
18
C5H11NO | the OMol25 dataset | wB97M-V/def2-TZVPD
O 2.583 1.484 0.672
C 2.107 1.009 -0.321
C 1.867 -0.468 -0.515
C 0.381 -0.714 -0.749
C -0.382 -0.774 0.586
C -2.159 0.850 0.314
N -1.808 -0.557 0.406
H 1.793 1.659 -1.163
H 2.210 -0.932 0.415
H 2.542 -0.818 -1.295
H -0.047 0.086 -1.354
H 0.167 -1.631 -1.289
H 0.059 -0.069 1.294
H -0.223 -1.777 0.986
H -3.246 0.927 0.303
H -1.791 1.251 -0.625
H -1.760 1.447 1.143
H -2.293 -0.973 1.192
```

Atom charges from the natural (NBO) analysis, given in e for atoms 1 to 5: atom 1 (O): -0.52, atom 2 (C): 0.45, atom 3 (C): -0.52, atom 4 (C): -0.41, atom 5 (C): -0.22



Computed, not measured: 2 unconnected molecules or ions with the total composition C5H11NO, with wB97M-V/def2-TZVPD.

Summary:
LUMO level, eV: 0.799
Relative energy (zero: lowest compared OMol25 entry of this formula, charge and spin), kcal/mol: 75.1
2S+1: 1
SMILES: C=C/C(C)=C/N.O
Highest occupied orbital energy, eV: -8.90
Kohn-Sham gap, eV: 9.70

```
18
C5H11NO | the OMol25 dataset | wB97M-V/def2-TZVPD
C 1.270 -0.402 1.379
N -1.777 -0.764 1.123
C -0.910 -0.329 0.077
C 0.473 -0.248 0.111
C 1.342 0.055 -1.036
C 2.407 0.772 -1.068
H 2.342 -0.564 1.142
H 0.857 -1.200 1.994
H 1.352 0.611 1.882
H -1.476 -1.691 1.374
H -1.807 -0.280 2.056
H -1.577 -0.410 -0.748
H 1.133 -0.685 -1.870
H 2.678 1.393 -0.270
H 3.225 0.939 -1.838
H -3.490 0.419 -0.940
H -2.770 1.602 -1.560
O -3.272 0.781 -1.809
```

Atom charges from the natural (NBO) analysis, given in e for atoms 1 to 5: atom 1 (C): -0.66, atom 2 (N): -0.89, atom 3 (C): -0.04, atom 4 (C): -0.05, atom 5 (C): -0.21



Computed, not measured: 2 unconnected molecules or ions with the total composition C5H11NO, with wB97M-V/def2-TZVPD.

Summary:
LUMO level, eV: 0.753
Relative energy (zero: lowest compared OMol25 entry of this formula, charge and spin), kcal/mol: 48.9
2S+1: 1
SMILES: C=C/C(N)=C/C.O
Highest occupied orbital energy, eV: -8.30
Kohn-Sham gap, eV: 9.05

```
18
C5H11NO | the OMol25 dataset | wB97M-V/def2-TZVPD
C -0.250 2.142 -1.446
N 0.195 -0.683 -0.824
C 0.800 0.339 -0.052
C 0.540 1.626 -0.278
C 1.405 -0.775 2.140
C 1.683 -0.068 1.069
H -0.657 3.141 -1.244
H -1.143 1.568 -1.691
H 0.476 2.263 -2.260
H 0.163 -0.398 -1.801
H 0.669 -1.582 -0.812
H 1.063 2.424 0.238
H 0.503 -1.382 2.251
H 1.990 -0.838 3.050
H 2.643 0.452 1.023
H -2.599 -1.763 -0.765
H -3.172 -1.459 0.583
O -3.274 -2.073 -0.145
```

Atom charges from the natural (NBO) analysis, given in e for atoms 1 to 5: atom 1 (C): -0.66, atom 2 (N): -0.83, atom 3 (C): 0.12, atom 4 (C): -0.26, atom 5 (C): -0.37



Computed, not measured: 2 unconnected molecules or ions with the total composition C5H11NO, with wB97M-V/def2-TZVPD.

Summary:
LUMO level (alpha / beta), eV: -6.269 / -7.961
Relative energy (zero: lowest compared OMol25 entry of this formula, charge and spin), kcal/mol: 115.5
2S+1: 2
Highest occupied orbital energy (alpha / beta), eV: -14.65 / -14.86
Kohn-Sham gap (alpha / beta), eV: 8.38 / 6.90
Charge: +1

```
18
C5H11NO | the OMol25 dataset | wB97M-V/def2-TZVPD
C -2.704 0.715 1.331
C -1.728 0.855 0.013
C -0.249 0.775 0.159
C 0.527 0.468 -0.968
N 1.818 -0.163 -0.805
C 2.697 0.525 -0.056
H -1.967 0.605 2.201
H -3.193 1.720 1.601
H -3.338 -0.220 1.236
H -2.209 0.313 -0.717
H -2.010 1.947 -0.141
H 0.141 0.658 1.154
H 0.258 0.497 -2.025
H 3.554 0.726 -0.682
H 2.494 0.992 0.946
H -0.241 -3.055 -0.665
H 0.367 -1.771 -0.393
O 0.270 -2.662 0.031
```

Atom charges from the natural (NBO) analysis, given in e for atoms 1 to 5: atom 1 (C): -0.60, atom 2 (C): -0.52, atom 3 (C): 0.02, atom 4 (C): 0.03, atom 5 (N): -0.33



Computed, not measured: a gas-phase ion, C5H11NO (charge +1), with wB97M-V/def2-TZVPD.

Summary:
LUMO level (alpha / beta), eV: -4.021 / -8.874
Relative energy (zero: lowest compared OMol25 entry of this formula, charge and spin), kcal/mol: 32.7
2S+1: 2
Highest occupied orbital energy (alpha / beta), eV: -15.29 / -15.27
Kohn-Sham gap (alpha / beta), eV: 11.27 / 6.40
Charge: +1

```
18
C5H11NO | the OMol25 dataset | wB97M-V/def2-TZVPD
C 0.753 1.729 -0.971
C 0.476 0.471 -1.805
C -0.050 -0.765 -1.001
C 0.248 -0.774 0.510
C -0.964 -0.648 1.416
N -0.894 -0.748 2.718
O -2.063 -0.387 0.863
H 1.373 1.595 -0.075
H -0.189 2.185 -0.681
H 1.343 2.427 -1.560
H -0.338 0.746 -2.458
H 1.317 0.178 -2.419
H -1.108 -0.846 -1.223
H 0.402 -1.663 -1.408
H 0.648 -1.756 0.771
H 0.873 0.060 0.855
H -1.751 -0.715 3.261
H -0.077 -1.087 3.207
```

Atom charges from the natural (NBO) analysis, given in e for atoms 1 to 5: atom 1 (C): -0.62, atom 2 (C): -0.40, atom 3 (C): -0.42, atom 4 (C): -0.46, atom 5 (C): 0.64